No. 1
Density functional theory data (the ωB97M-V functional and the def2-TZVPD basis) for C13H24BFGaIN5O2 as an isolated structure.

Last column: Löwdin charge in e.
Cartesian coordinates (Å):
1 O 0.38661 0.52205 1.49160  0.032
2 B -0.50167 -0.51421 1.21079  -0.774
3 O -0.43373 -1.70649 1.93485  0.038
4 Ga -2.01999 -0.38593 -0.27029  0.078
5 I -2.46635 2.16334 -0.75407  0.318
6 C -1.52033 -1.50293 -1.92237  -0.314
7 C -0.20739 -1.15286 -2.67640  -0.294
8 C 0.02522 0.32598 -2.96393  -0.277
9 F 0.68935 0.91562 -1.90211  -0.092
10 H 1.29221 0.20171 1.41841  0.048
11 H -1.08748 -2.29867 1.55612  0.051
12 H -3.41816 -0.98533 0.26457  -0.085
13 H -2.33810 -1.58168 -2.65045  0.036
14 H -1.37669 -2.53136 -1.54793  0.036
15 H 0.66979 -1.61152 -2.21624  0.047
16 H -0.28496 -1.63354 -3.67326  0.092
17 H 0.61741 0.45562 -3.88381  0.097
18 H -0.94155 0.79686 -3.16752  0.068
19 C 4.35625 -1.58743 0.79370  -0.059
20 C 2.98527 -1.77366 0.32209  -0.226
21 N 1.91809 -1.91606 -0.07737  0.208
22 H 5.02569 -2.24850 0.24734  0.063
23 H 4.66433 -0.55736 0.62909  0.063
24 H 4.42023 -1.81213 1.85739  0.080
25 C -6.64161 -0.33019 1.00606  -0.075
26 C -6.12795 -1.32649 0.07105  -0.323
27 N -5.72271 -2.11146 -0.65923  0.127
28 H -5.82873 0.32573 1.31842  0.076
29 H -7.41642 0.26393 0.52475  0.074
30 H -7.06096 -0.82492 1.88063  0.073
31 C 3.49094 -2.51747 -3.44033  -0.058
32 C 4.80347 -2.20816 -2.86927  -0.278
33 N 5.82845 -1.95922 -2.41436  0.119
34 H 2.75616 -2.61603 -2.64215  0.055
35 H 3.18174 -1.71667 -4.10900  0.085
36 H 3.54268 -3.45060 -3.99823  0.081
37 C 5.03849 2.13394 2.12507  -0.065
38 C 5.32386 1.14672 3.16906  -0.289
39 N 5.54621 0.37268 3.98702  0.124
40 H 5.96715 2.45383 1.65648  0.082
41 H 4.38865 1.69734 1.36903  0.072
42 H 4.54172 2.99781 2.56137  0.084
43 C -4.54495 5.02463 3.03633  -0.080
44 C -3.94846 4.00558 2.16805  -0.263
45 N -3.48554 3.21220 1.47118  -0.077
46 H -3.77970 5.72701 3.36248  0.074
47 H -5.31846 5.56778 2.49522  0.074
48 H -4.98805 4.55055 3.91021  0.073

Force components x, y, z for each atom (eV/Å):
O 0.22 -0.48 -0.04
B -0.77 0.17 -0.27
O 0.58 0.45 0.02
Ga 0.05 -0.47 0.06
I 0.73 -0.71 -2.27
C 0.65 0.08 0.05
C -0.73 -0.33 -0.86
C -0.24 -0.96 -0.53
F -0.02 0.34 -0.08
H 0.05 -0.05 0.35
H -0.07 -0.07 0.09
H 0.10 0.16 0.05
H 0.02 0.21 0.16
H -0.20 0.17 0.09
H -0.04 0.30 0.23
H 0.18 0.11 0.10
H 0.29 0.06 0.33
H 0.13 0.32 0.51
C -0.12 -0.10 0.14
C 0.15 0.01 -0.08
N 0.21 -0.11 -0.02
H 0.02 0.06 -0.04
H 0.04 -0.02 -0.05
H -0.02 0.04 0.01
C 0.17 0.00 -0.05
C -0.07 0.05 0.04
N -0.26 -0.18 -0.11
H 0.06 -0.02 -0.06
H 0.01 0.01 0.00
H 0.00 -0.01 0.00
C 0.13 0.01 0.09
C -0.16 0.00 -0.04
N -0.05 -0.04 0.00
H -0.01 0.05 0.00
H -0.03 0.02 0.03
H 0.01 0.00 0.00
C 0.04 -0.13 0.14
C -0.04 0.10 -0.09
N 0.02 0.02 -0.07
H 0.00 -0.01 0.00
H -0.04 0.04 0.01
H -0.03 -0.01 -0.01
C 0.10 -0.11 -0.17
C -0.03 0.09 -0.09
N -1.03 0.89 2.41
H -0.01 0.01 0.01
H 0.00 0.01 0.01
H 0.00 0.01 0.01

Computed properties:
- HOMO energy: -3.48 eV
- Charge: -1
- Energy: -89287.833 eV
- Kohn-Sham gap: 0.21734 Ha
- LUMO level: 2.43 eV



No. 2
Density functional theory data (the ωB97M-V functional and the def2-TZVPD basis) for C13H24BeCaCl8F3LiO11P2 as an isolated structure.

Last column: Löwdin charge in e.
Cartesian coordinates (Å):
1 C -1.28168 0.01031 -3.99575  -0.145
2 C 0.13593 -0.65332 -3.48268  -0.251
3 C -0.03315 -2.00163 -2.56279  -0.197
4 C 1.27204 -2.35123 -1.61550  -0.392
5 O 2.53484 -2.51614 -2.35191  -0.405
6 P 3.45372 -1.03929 -2.43372  1.078
7 C 4.12410 -0.48236 -0.73454  -0.301
8 C 3.68752 1.10770 -0.46657  -0.664
9 O 3.05302 1.51449 0.66559  -0.390
10 Cl 4.10578 2.33305 -1.82863  0.528
11 C 5.03820 -1.41771 -3.49098  -0.328
12 F 4.72108 -1.71563 -4.91948  0.003
13 F 5.94341 -0.22830 -3.37480  -0.019
14 F 5.75908 -2.55389 -2.81104  -0.294
15 H -1.99076 -0.81216 -4.49001  0.127
16 H -1.83484 0.57892 -3.13318  0.016
17 H -1.04626 0.78251 -4.87509  0.098
18 H 0.81225 -0.96790 -4.41451  0.123
19 H 0.76364 0.12068 -2.82640  0.105
20 H -0.34890 -2.94226 -3.20800  0.133
21 H -0.93707 -1.82195 -1.80408  0.096
22 H 1.03646 -3.40975 -1.11700  0.104
23 H 1.30730 -1.58430 -0.73191  -0.111
24 H 5.31616 -0.45400 -0.79211  0.057
25 H 3.80035 -1.17798 0.15036  0.085
26 O 8.49917 -0.53416 -2.17146  -0.457
27 H 7.88653 -0.75195 -2.85003  -0.256
28 Ca 7.71473 -3.06038 -2.80573  1.637
29 O -5.75455 2.17802 -3.84906  -0.060
30 P -4.49297 2.51495 -3.03732  -0.059
31 O -3.38844 3.00623 -3.98726  -0.407
32 O -4.01014 1.25738 -2.29594  -0.234
33 O -4.81882 3.61761 -2.01654  -0.061
34 O 6.78265 1.91016 0.26258  -0.107
35 H 5.86209 2.15717 0.08773  -0.028
36 H 7.19008 1.88802 -0.61622  0.031
37 C 6.72449 -1.75524 2.08977  -1.987
38 Cl 6.16482 -0.17159 2.68401  0.572
39 Cl 5.34086 -2.87292 1.98427  0.498
40 Cl 7.45455 -1.55993 0.47621  0.512
41 Cl 7.93777 -2.41666 3.21446  0.519
42 Li -1.85474 2.08706 -3.41575  0.693
43 C -4.19391 0.77076 0.81468  -0.073
44 C -5.61846 1.29470 0.74286  -0.213
45 O -6.49940 0.50923 1.55416  0.025
46 C -6.40923 0.71271 2.89253  -0.546
47 O -5.65486 1.49705 3.45029  0.087
48 O -7.27519 -0.12885 3.50807  -0.009
49 C -7.19797 -0.09032 4.93167  -0.103
50 H -4.16227 -0.29174 0.55105  0.083
51 H -3.54463 1.32491 0.12978  0.057
52 H -3.78251 0.85927 1.82343  0.072
53 H -5.97951 1.21428 -0.28759  0.113
54 H -5.67610 2.35379 1.02239  0.129
55 H -7.31800 0.92971 5.31046  0.094
56 H -6.24539 -0.51598 5.26172  0.005
57 H -8.00933 -0.70428 5.33281  0.095
58 Be 0.33260 -1.89404 0.63702  0.441
59 Cl 3.48531 2.50890 2.69220  -0.270
60 C -3.71891 0.81550 7.43302  -1.002
61 Cl -5.16736 -0.18884 7.29835  0.568
62 Cl -3.04362 1.17514 5.83935  0.531
63 H -3.98121 1.75369 7.92818  0.030
64 H -2.97038 0.28283 8.02460  0.027

Force components x, y, z for each atom (eV/Å):
C 0.64 -0.26 -0.81
C 0.76 -0.34 0.21
C -0.72 0.19 0.39
C -1.76 -1.10 -0.87
O 1.41 1.57 0.57
P -1.91 0.93 -0.29
C 1.94 0.88 0.67
C -3.72 0.63 5.61
O 3.35 -3.18 -8.82
Cl -0.30 -1.56 1.46
C -0.97 2.74 -0.91
F 2.12 0.58 4.99
F -2.90 -4.61 -1.07
F -1.30 0.83 -1.80
H 1.43 1.98 1.40
H 0.79 -2.80 -1.24
H -0.41 -1.58 1.75
H -1.54 0.95 1.96
H -1.42 -1.48 -1.57
H 0.85 1.98 1.28
H 1.92 -0.41 -1.48
H 0.71 2.26 -0.94
H 0.72 -0.80 -1.99
H -2.39 -0.21 0.25
H 0.49 1.53 -1.63
O 0.55 -3.09 0.56
H -1.19 1.08 -1.43
Ca 2.96 1.59 1.44
O 0.20 0.46 1.07
P 1.09 0.06 -0.94
O 0.34 -0.36 0.50
O -0.19 0.47 -0.09
O -0.65 -0.81 -0.50
O -0.13 -0.17 -0.52
H 0.28 0.19 0.34
H -0.02 -0.02 0.25
C -0.19 0.62 0.73
Cl 0.09 -0.75 -0.45
Cl 0.15 0.00 -0.05
Cl 0.13 0.09 -0.17
Cl -0.23 0.02 -0.32
Li -0.81 1.55 -0.35
C 0.21 -0.09 0.29
C 0.62 0.40 -0.42
O -0.35 0.04 1.23
C 0.69 0.31 -0.04
O -1.26 -1.11 -0.75
O 0.40 0.64 -0.64
C 0.01 -0.15 0.35
H -0.06 0.15 -0.15
H -0.21 -0.11 0.08
H -0.12 0.12 -0.07
H -0.15 -0.15 0.32
H 0.01 -0.28 0.14
H 0.21 -0.17 -0.12
H -0.38 0.30 -0.33
H 0.05 0.04 -0.35
Be -0.96 0.05 1.70
Cl 0.72 0.32 1.03
C 0.36 0.23 0.20
Cl 0.25 -0.01 0.65
Cl 0.01 0.02 0.16
H -0.03 -0.26 -0.23
H -0.23 0.05 -0.24

Computed properties:
- HOMO energy: -6.12 eV
- Energy: -182332.077 eV
- Kohn-Sham gap: 0.05410 Ha
- LUMO level: -4.65 eV



No. 3
Density functional theory data (the ωB97M-V functional and the def2-TZVPD basis) for C13H24BiCl2N3P as an isolated structure.

Last column: Löwdin charge in e.
Cartesian coordinates (Å):
1 Bi 1.91152 0.10609 -1.17982  0.930
2 Cl 0.41881 -1.88046 -0.76883  -0.196
3 Cl 1.62150 1.70004 0.78017  -0.186
4 C 3.39450 -0.94580 -0.15336  -0.582
5 H 4.13205 -0.40144 0.44966  -0.114
6 H 3.36549 -2.04098 -0.14743  -0.120
7 C -1.17544 1.31651 -1.81646  -0.185
8 C -0.16898 1.57532 -2.59441  -0.313
9 H -1.31211 1.86597 -0.87713  0.104
10 C 0.03447 0.93318 -3.95656  -0.233
11 H 0.53234 2.38878 -2.35722  0.079
12 C -1.19298 0.11992 -4.41061  -0.213
13 H 0.25625 1.69635 -4.71816  0.104
14 H 0.91613 0.26725 -3.94677  0.063
15 C -1.82720 -0.65758 -3.26352  -0.227
16 H -1.94033 0.81916 -4.80691  0.106
17 H -0.91927 -0.56297 -5.22646  0.103
18 C -2.20544 0.26383 -2.08329  -0.208
19 H -2.72501 -1.17760 -3.61755  0.101
20 H -1.12952 -1.42161 -2.89750  0.046
21 H -3.17593 0.73739 -2.30948  0.107
22 H -2.37801 -0.34427 -1.18368  0.098
23 C 0.45571 -1.10778 5.47860  -0.193
24 N 1.17645 -0.38775 4.40940  -0.172
25 C 0.59880 0.96431 4.25215  -0.186
26 N -0.85201 0.91892 3.96245  -0.175
27 C -1.54740 0.18370 5.03836  -0.193
28 N -1.00202 -1.18001 5.22799  -0.186
29 C -1.30816 -2.04022 4.08991  -0.379
30 P -0.55078 -1.42611 2.48661  0.950
31 C 1.18854 -1.13343 3.15205  -0.345
32 C -1.13270 0.36370 2.64410  -0.365
33 H 0.60968 -0.56237 6.42362  0.115
34 H 0.84991 -2.13134 5.54814  0.116
35 H 1.10972 1.47837 3.42746  0.067
36 H 0.73273 1.50397 5.20467  0.117
37 H -2.61370 0.10360 4.78510  0.115
38 H -1.40721 0.74083 5.97887  0.115
39 H -0.92596 -3.05316 4.27458  0.071
40 H -2.39537 -2.09783 3.94918  0.069
41 H 1.76827 -0.59556 2.38982  0.033
42 H 1.63890 -2.12435 3.30865  0.079
43 H -2.21535 0.37851 2.44977  0.074
44 H -0.61648 0.94964 1.86937  0.008

Force components x, y, z for each atom (eV/Å):
Bi 1.90 -1.47 0.70
Cl -0.59 -0.55 -0.47
Cl -0.10 1.14 0.50
C 0.13 0.32 -0.36
H -0.25 -0.35 -0.19
H 0.08 0.46 0.11
C -1.77 -0.14 1.57
C 1.17 1.26 -2.10
H 0.24 -0.11 -0.31
C -0.12 -0.44 -0.07
H -0.37 -0.39 0.09
C -0.04 0.27 0.02
H -0.02 -0.04 0.29
H -0.19 0.22 0.09
C 0.06 -0.08 0.39
H 0.04 -0.04 -0.05
H -0.03 0.17 0.13
C -0.31 -0.50 -0.51
H 0.11 0.01 0.03
H -0.10 0.17 -0.07
H 0.19 0.08 0.10
H 0.17 0.13 -0.15
C -0.47 0.62 -0.90
N 0.28 0.24 0.79
C -0.48 -0.78 -0.08
N -0.16 0.63 0.73
C 1.04 -0.35 -0.59
N -0.15 0.14 0.95
C 0.41 0.45 -0.39
P -0.09 -0.08 -0.40
C -0.70 -0.12 -0.12
C 0.25 -0.72 -0.03
H -0.01 -0.21 -0.23
H -0.06 0.26 0.08
H -0.12 -0.11 0.30
H 0.02 -0.10 -0.32
H 0.22 0.07 0.14
H -0.12 -0.15 -0.25
H -0.14 0.12 0.05
H 0.12 -0.06 0.10
H -0.08 -0.20 0.16
H 0.07 0.26 -0.02
H 0.18 0.13 0.05
H -0.22 -0.13 0.24

Computed properties:
- HOMO energy: -2.98 eV
- Charge: -1
- ΔE to the lowest compared entry with this formula, charge and spin: 0.00 kcal per mole
- Energy: -58514.471 eV
- Kohn-Sham gap: 0.22328 Ha
- LUMO level: 3.10 eV



No. 4
Density functional theory data (the ωB97M-V functional and the def2-TZVPD basis) for C13H24BiClI2N2P2 as an isolated structure.

Last column: Löwdin charge in e.
Cartesian coordinates (Å):
1 I 1.82590 0.44185 -2.31469  0.339
2 I -2.52061 1.60065 1.81917  0.278
3 Bi -0.37680 1.12939 -0.33667  0.679
4 P 1.35798 2.59121 1.05431  0.667
5 C 2.17870 1.47626 2.19574  -0.205
6 C 2.49267 3.31843 -0.12444  -0.249
7 H 3.00617 4.05143 0.50785  0.079
8 H 1.24771 4.52201 2.24121  0.079
9 H 1.93393 3.79949 -0.93857  0.049
10 H -0.22857 4.38740 1.18705  0.050
11 H 2.71076 0.69047 1.64059  0.078
12 H 3.16500 2.54617 -0.51789  0.020
13 C 0.43442 3.87316 1.89605  -0.243
14 H 2.87158 2.15104 2.70860  0.082
15 H -0.14427 3.43739 2.71970  0.027
16 H 1.45802 1.03162 2.89601  0.047
17 P -2.21210 0.11778 -1.94629  0.666
18 C -2.29558 -1.63414 -1.57569  -0.195
19 C -3.74512 0.97721 -1.61653  -0.245
20 H -1.37831 1.49737 -3.72962  0.049
21 H -2.56834 0.19844 -4.18057  0.080
22 H -0.81572 -0.21224 -3.86651  0.030
23 C -1.66009 0.44165 -3.61744  -0.242
24 H -3.58276 2.06323 -1.64003  0.051
25 H -4.35189 0.63283 -2.46173  0.080
26 H -3.06486 -1.96768 -2.28060  0.083
27 H -2.60049 -1.78530 -0.53077  0.078
28 H -4.14447 0.66409 -0.64411  0.023
29 H -1.32957 -2.12341 -1.76078  0.047
30 Cl -0.94585 3.44731 -1.53893  -0.134
31 N 0.28849 -2.09747 2.70107  0.159
32 C -0.06950 -0.89499 2.22932  -0.218
33 N 0.09358 -0.88281 0.89073  -0.103
34 C 0.62958 -2.10772 0.50452  -0.249
35 C 1.00129 -2.63094 -0.74829  -0.089
36 C 1.56382 -3.91644 -0.76229  -0.039
37 C 1.69933 -4.66788 0.43145  -0.031
38 C 1.28534 -4.14779 1.66956  0.016
39 C 0.75574 -2.87984 1.65486  -0.197
40 H 0.24378 -2.35226 3.68191  0.187
41 H -0.49602 -0.07968 2.85471  0.055
42 H 0.91367 -2.02909 -1.66404  -0.015
43 H 1.89686 -4.34917 -1.71237  0.123
44 H 2.12769 -5.67067 0.39203  0.122
45 H 1.34891 -4.65839 2.63242  0.132

Force components x, y, z for each atom (eV/Å):
I -0.69 0.47 0.66
I 0.69 -0.12 -0.73
Bi -0.04 0.84 -0.33
P -0.83 -0.53 -0.67
C -0.07 0.18 -0.17
C -0.14 -0.31 0.21
H 0.30 0.11 -0.40
H -0.37 0.28 0.24
H 0.15 -0.04 0.26
H 0.24 -0.06 0.17
H -0.05 0.28 0.20
H -0.06 0.36 0.13
C 0.11 -0.36 -0.07
H 0.20 -0.39 0.28
H 0.21 0.28 -0.15
H 0.37 0.34 -0.16
P 0.81 0.42 0.62
C -0.05 0.31 -0.03
C 0.31 -0.24 0.10
H -0.18 -0.24 -0.01
H 0.27 0.09 -0.44
H -0.32 0.16 -0.08
C 0.02 -0.15 0.34
H -0.08 -0.27 -0.10
H -0.42 0.27 0.21
H 0.04 -0.51 0.20
H -0.05 0.00 -0.35
H -0.06 0.08 -0.37
H -0.38 0.11 -0.07
Cl 0.24 -0.99 0.50
N 0.00 0.55 0.52
C -0.19 -0.59 -0.82
N -0.43 1.32 0.65
C 0.02 -0.28 -0.32
C 0.31 -0.34 0.01
C -0.40 0.45 0.28
C -0.20 0.24 0.60
C 0.36 -0.83 -0.56
C -0.05 0.31 0.13
H 0.05 -0.06 -0.25
H 0.36 -0.87 -0.73
H 0.10 -0.56 0.59
H -0.17 0.19 0.45
H -0.12 0.35 -0.01
H 0.17 -0.23 -0.52

Computed properties:
- HOMO energy (alpha / beta): -14.66 / -14.66 eV
- Charge: +2
- ΔE to the lowest compared entry with this formula, charge and spin: 0.00 kcal per mole
- Energy: -69979.086 eV
- Kohn-Sham gap (alpha / beta): 0.20263 / 0.20258 Ha
- LUMO level (alpha / beta): -9.15 / -9.15 eV